Formula: C3H6N2O
Source: OMol25
Level of theory: the ωB97M-V functional and the def2-TZVPD basis

- SMILES: ON=C1CNC1
- Energy above the lowest of the compared OMol25 structures with the same formula, charge and spin: 517.87 kJ/mol
- F_max: 0.0642 Eh/bohr

ORCA input file:
```
! RIJCOSX wB97M-V def2-TZVPD def2/J DEFGRID3
* xyz 0 1
O -1.56 1.97 -0.10
N -1.67 0.60 0.02
C -0.47 0.24 0.33
C -0.02 -1.10 0.74
N 1.12 -1.00 -0.22
C 0.77 0.39 -0.59
H -0.70 1.95 0.46
H -0.78 -1.85 0.54
H 0.34 -1.20 1.78
H 0.98 -1.64 -0.99
H 0.45 0.54 -1.63
H 1.56 1.11 -0.35
*
```

Löwdin atomic charge list, values in e, 5 entries: number 1, O, carries -0.0667; number 2, N, carries 0.0352; number 3, C, carries -0.3298; number 4, C, carries -0.1507; number 5, N, carries -0.0329